(1)
Molecular formula: C5H22N2O6
Method: DFT, ωB97M-V/def2-TZVPD

Structure (XYZ):
```
35
Properties=species:S:1:pos:R:3:forces:R:3:mulliken_charge:R:1
C -2.446174 0.522255 -0.818229 -2.226 -1.975 -0.698 -0.07
N -2.121058 -0.850453 -0.864311 1.484 1.268 0.572 -0.17
C -1.569276 -2.555904 2.014179 0.766 -1.735 0.349 -1.68
C -0.908936 -1.385017 1.293397 1.411 -0.236 1.723 0.15
C -0.910184 -1.382454 -0.261054 -0.671 -2.454 1.621 0.17
C 0.366783 -0.655042 -0.677980 -1.092 -0.554 -1.262 0.06
N 1.574577 -1.166535 -0.088356 -0.095 0.912 -3.683 -0.27
O -3.417976 0.882332 -1.435279 0.308 0.648 -0.129 -0.54
H -1.955578 1.231657 -0.147493 0.471 -1.087 0.245 0.41
H -2.662673 -1.452441 -1.483785 0.160 0.607 0.189 0.27
H -1.097634 -3.557999 1.888013 -0.214 0.529 -1.018 0.38
H -2.628665 -2.652239 1.787401 -0.045 0.094 0.040 0.39
H -1.416660 -2.567111 3.101766 -0.433 1.041 -0.098 0.42
H -1.354774 -0.537578 1.799570 -0.034 0.814 -0.619 0.19
H 0.204589 -1.331459 1.651811 -1.660 -0.195 -0.497 0.02
H -0.945650 -2.529894 -0.428895 0.575 1.844 -0.548 0.32
H 0.455800 -0.524811 -1.848983 0.404 -0.521 2.002 0.41
H 0.156368 0.389678 -0.382410 0.629 0.187 -0.027 -0.21
H 2.366358 -0.885785 -0.709372 -0.126 0.706 0.494 0.35
H 1.697791 -2.135923 0.101231 -0.526 -1.141 1.000 0.25
H -0.088204 1.559930 -3.071206 -2.697 -1.339 -0.073 0.32
H 0.498080 2.734073 -2.147727 -0.693 -1.246 -1.501 0.44
O 0.586906 2.169390 -2.980680 2.956 2.665 1.229 -0.73
H 3.163147 1.037653 -2.334623 -0.314 -0.538 -0.152 0.30
H 1.627769 1.078223 -2.379845 0.712 -0.139 -0.350 0.35
O 2.395243 0.447402 -2.212391 0.453 0.631 0.565 -0.68
H -1.299509 2.666959 -0.410496 -1.217 0.733 -0.279 0.36
H -0.041404 2.430383 0.383906 -0.329 0.861 -1.679 0.33
O -0.369758 2.666388 -0.557005 1.924 -0.745 2.613 -0.65
H 2.267735 -0.116429 1.489227 1.874 1.400 0.375 0.37
H 3.142339 0.682794 0.499939 0.160 0.297 1.275 0.34
O 3.035150 0.557756 1.480036 -1.947 -1.539 -1.433 -0.63
H 1.066584 1.283473 2.308948 4.885 -2.753 -0.049 0.28
H 0.300158 2.182921 3.110278 -0.272 2.561 4.491 0.24
O 0.328719 1.763798 2.330417 -4.583 0.402 -4.687 -0.49
```
Positions in Å, forces in eV/Å.

Output
* HOMO-LUMO gap (spin up / spin down): 10.44 / 4.78 eV
* multiplicity: 2
* electronic energy: -764.263946 hartree
* net charge: +1
* expectation value of S²: 0.755

***

(2)
Molecular formula: C4H11N2O
Method: DFT, ωB97M-V/def2-TZVPD

Structure (XYZ):
```
18
Properties=species:S:1:pos:R:3:forces:R:3:mulliken_charge:R:1
C 0.643814 0.401697 0.811702 1.948 -0.119 -0.138 -1.64
C -0.376434 -0.465378 1.553202 -1.562 2.730 -1.946 -0.86
C -1.893368 0.468022 1.542156 2.857 -0.704 -0.095 -0.49
O -2.060140 1.154972 0.447466 -0.601 0.085 -0.260 -0.78
N 1.264381 -0.184952 -0.438157 -1.765 -0.852 1.698 -0.44
C 0.292195 -0.400428 -1.500708 -0.244 1.273 -1.500 -1.90
N 0.959097 -0.608254 -2.802681 -0.195 -0.136 0.837 -1.83
H 0.254480 1.411659 0.621000 -0.154 -0.221 -0.071 0.23
H 1.557568 0.462045 1.414578 -0.174 0.446 0.436 0.65
H -0.526495 -1.246463 0.804320 -0.247 -0.987 1.220 0.44
H -0.108891 -0.543946 2.606434 0.034 -1.074 -0.103 0.43
H -2.593653 -0.347319 1.767083 -0.695 -0.221 0.316 0.26
H -1.697174 1.090119 2.463811 -0.399 -0.094 0.244 0.21
H 2.074604 0.376610 -0.674638 -0.310 0.069 -0.718 1.09
H -0.457643 -1.194162 -1.389097 0.694 -0.278 0.880 -0.20
H -0.404606 0.454918 -1.576726 0.335 -0.006 -0.102 -0.03
H 1.794669 -1.139660 -2.534451 0.129 0.096 -0.592 1.26
H 1.277595 0.310520 -3.115294 0.349 -0.008 -0.106 1.62
```
Positions in Å, forces in eV/Å.

Output
* HOMO-LUMO gap (spin up / spin down): 2.82 / 6.74 eV
* multiplicity: 2
* electronic energy: -343.529920 hartree
* net charge: -2
* expectation value of S²: 0.751

***

(3)
Molecular formula: C4H7N3S
Method: DFT, ωB97M-V/def2-TZVPD

Structure (XYZ):
```
15
Properties=species:S:1:pos:R:3:forces:R:3:mulliken_charge:R:1
C -2.119326 -1.010885 1.258026 1.093 -1.579 -0.168 -0.01
C -2.148762 0.256354 1.764410 -0.691 -2.754 1.652 -0.54
C -2.285383 -0.714317 -0.168285 -0.222 -0.476 1.331 0.50
C 2.193641 0.901974 -0.442140 -0.971 2.656 0.158 -0.86
N -2.416900 1.163658 0.833721 0.046 2.623 -1.338 -0.45
N -1.648679 -2.932982 -0.914377 0.398 -0.381 -0.837 -0.48
N -2.471952 0.618882 -0.314852 -0.813 0.904 -1.401 -0.29
S -2.215401 -1.620023 -1.548363 1.103 -0.554 1.357 0.21
H -1.883254 -2.014433 1.773958 -0.599 2.008 -1.125 0.31
H -2.232695 0.520635 2.788865 0.406 0.264 0.698 0.47
H 2.144642 2.024824 -0.092679 0.226 -1.937 -0.822 0.22
H 3.187982 0.795817 -1.042881 -2.087 -0.504 1.434 0.24
H 1.910748 0.386331 0.499102 1.379 -0.343 -0.550 0.23
H -1.203266 -3.536166 -1.610280 -0.688 -0.050 -0.174 0.28
H 1.220454 0.775712 -1.001913 1.421 0.122 -0.216 0.17
```
Positions in Å, forces in eV/Å.

Output
* HOMO-LUMO gap (spin up / spin down): 7.60 / 7.06 eV
* electronic energy: -718.907065 hartree
* net charge: 0

***

(4)
Molecular formula: C5H12N2O
Method: DFT, ωB97M-V/def2-TZVPD

Structure (XYZ):
```
20
Properties=species:S:1:pos:R:3:forces:R:3:mulliken_charge:R:1
O 3.778423 0.406687 0.928913 -3.081 -2.904 -4.219 -0.44
C 1.995163 -0.515175 0.265352 2.168 -0.308 -3.247 -0.34
C 0.786491 0.007849 0.417580 -2.822 3.415 1.570 0.14
C -0.209796 0.121956 -0.707192 -0.993 1.231 -0.510 -0.21
C -1.685771 0.777020 -0.429681 0.171 -6.993 -0.192 -0.37
C -2.935922 -0.108702 -0.397298 -1.835 0.922 -0.389 -0.26
N -3.306676 -0.364073 1.088809 2.187 1.284 0.179 -0.39
N 2.646767 -0.438439 -1.024026 -2.744 -0.786 1.640 -0.39
H 2.607629 -1.093509 0.931191 -0.112 -0.943 1.259 0.44
H 0.507929 0.543096 1.357907 0.325 -1.148 -0.325 0.42
H -0.150797 -0.924285 -1.153916 -1.126 1.476 -0.026 0.45
H 0.127627 0.943244 -1.483920 0.278 -1.564 1.000 0.36
H -1.858027 1.779003 -0.469600 -0.043 3.062 0.587 0.46
H -3.009271 -1.078453 -0.930884 1.074 0.444 0.514 0.33
H -2.470959 -0.318065 1.697274 -0.269 -0.729 -0.481 0.25
H -3.815355 0.446798 -0.897091 1.285 -0.333 0.972 0.35
H -3.980963 0.165739 1.680280 -0.076 0.220 -1.590 0.32
H 3.461938 0.071261 -0.791441 2.140 2.648 -0.010 0.28
H 4.475456 0.868803 1.264783 3.017 2.703 3.224 0.28
H 3.036115 -1.290764 -1.347042 0.457 -1.695 0.047 0.31
```
Positions in Å, forces in eV/Å.

Output
* HOMO-LUMO gap: 5.86 eV
* electronic energy: -381.392940 hartree
* net charge: +2

***

(5)
Molecular formula: C24H42N2O7S
Method: DFT, ωB97M-V/def2-TZVPD

Structure (XYZ):
```
76
Properties=species:S:1:pos:R:3:forces:R:3:mulliken_charge:R:1
C -0.391633 0.062340 1.628141 -0.012 -0.240 -0.196 -0.90
C -0.611751 -0.117907 0.334368 0.024 0.230 -0.033 -0.24
C -0.820895 1.023896 -0.629917 0.020 -0.122 -0.096 -0.51
C -2.231149 1.567881 -0.633396 0.521 0.047 0.038 0.38
C -3.330311 0.787477 -0.560682 -0.474 -0.058 0.074 -1.05
C -4.681554 1.296183 -0.571457 0.228 -0.176 0.128 0.73
C -5.774815 0.261100 -0.457061 0.078 -0.032 -0.390 -0.89
C -7.206003 0.697956 -0.748852 -0.216 -0.220 0.163 0.14
C -7.794900 1.680230 0.268922 0.206 0.335 -0.363 -1.54
O -7.324525 1.254397 -2.060730 -0.063 0.026 0.127 -0.54
C -4.896866 2.631422 -0.681908 -0.214 -0.069 -0.058 -0.55
C -3.773964 3.487375 -0.761958 0.251 0.271 0.026 0.33
N -3.806525 4.821781 -0.855475 -0.123 0.004 -0.061 -0.73
S -2.288803 5.320025 -0.902422 0.181 -0.081 0.082 0.11
N -1.501613 3.919728 -0.793316 -0.174 0.141 -0.079 -0.34
C -2.440769 2.972728 -0.728952 -0.252 0.004 0.000 0.45
H -0.302109 1.057036 2.047670 -0.056 -0.007 0.093 0.28
H -0.312951 -0.794100 2.283775 0.106 0.088 0.138 0.32
H -0.653664 -1.122440 -0.071872 -0.117 -0.063 0.068 0.45
H -0.587856 0.690571 -1.644684 0.090 0.066 -0.025 0.34
H -0.135320 1.839303 -0.401111 -0.003 0.033 0.036 0.24
H -3.194589 -0.284915 -0.482750 -0.065 -0.057 0.039 0.41
H -5.742785 -0.217627 0.526001 0.028 0.078 0.082 0.35
H -5.520506 -0.530056 -1.171684 -0.040 -0.076 0.039 0.42
H -7.815625 -0.211531 -0.710440 0.033 -0.028 -0.019 0.43
H -8.651661 1.257565 0.785167 0.025 -0.040 0.127 0.38
H -8.136889 2.567175 -0.266191 -0.069 -0.022 0.017 0.35
H -7.045923 2.017759 0.982737 -0.080 -0.114 0.185 0.36
H -7.331007 0.524815 -2.686206 0.066 0.053 -0.096 0.32
H -5.884254 3.060945 -0.732816 -0.020 0.012 -0.016 0.49
C 1.583672 4.850580 -1.209637 0.260 0.067 0.078 -0.79
O 2.872580 4.300839 -1.395494 -0.027 0.030 -0.289 -0.39
C 2.891143 2.888196 -1.463810 0.029 0.047 0.194 -0.17
C 3.805389 2.379688 -2.555460 0.102 -0.110 0.049 -0.42
O 3.348690 2.624661 -3.873218 -0.030 -0.075 -0.079 -0.45
C 3.454509 3.935140 -4.401899 -0.121 0.059 -0.027 -0.31
C 4.861413 4.385233 -4.723192 0.054 0.184 0.001 -0.57
O 5.597713 4.688683 -3.552397 -0.065 -0.275 0.107 -0.29
C 6.965285 4.359296 -3.627436 -0.025 0.120 -0.002 -0.77
H 1.254633 4.739085 -0.171607 -0.112 -0.033 -0.024 0.33
H 1.646723 5.912449 -1.450508 0.030 -0.005 0.059 0.35
H 0.849090 4.383390 -1.867349 -0.030 -0.050 0.005 0.37
H 1.882195 2.496254 -1.632076 -0.024 0.028 -0.044 0.00
H 3.254690 2.491091 -0.505634 -0.068 -0.092 -0.009 0.41
H 3.819811 1.289735 -2.468048 0.023 0.002 0.009 0.41
H 4.828613 2.731856 -2.408744 -0.069 0.164 0.007 0.13
H 2.947629 4.666177 -3.768745 0.131 0.007 0.091 0.12
H 2.914027 3.888476 -5.350448 -0.009 0.016 0.003 0.39
H 4.792879 5.289838 -5.342581 0.017 -0.061 -0.112 0.39
H 5.363865 3.605216 -5.306400 0.016 -0.026 0.024 0.35
H 7.113268 3.355402 -4.040578 0.005 0.003 -0.015 0.35
H 7.361873 4.378445 -2.613353 0.002 0.052 -0.005 0.23
H 7.519801 5.081793 -4.236982 0.028 -0.045 -0.041 0.32
C -1.128601 -7.136576 4.674492 -0.030 0.090 0.048 -0.79
O -0.250530 -6.044080 4.527236 0.136 -0.123 -0.193 -0.28
C 0.889502 -6.092551 5.366361 -0.141 0.087 0.097 -0.55
C 2.151776 -5.689004 4.638522 0.092 0.114 0.068 -0.26
O 2.597923 -6.613174 3.663380 0.079 -0.072 0.004 -0.44
C 1.917288 -6.683666 2.422667 -0.056 -0.114 -0.025 -0.33
C 2.122473 -5.495764 1.510535 -0.133 0.054 -0.127 -0.60
O 1.403958 -4.360654 1.958166 0.136 -0.015 0.272 -0.26
C 2.058328 -3.132771 1.729450 -0.121 -0.046 -0.074 -0.67
H -1.721926 -7.053991 5.592116 0.011 -0.053 0.017 0.33
H -1.802904 -7.131765 3.819245 -0.023 0.037 0.022 0.23
H -0.585937 -8.087946 4.685812 0.000 -0.004 0.006 0.36
H 1.020417 -7.097028 5.782923 -0.004 -0.033 -0.047 0.35
H 0.742736 -5.395052 6.201787 0.055 -0.061 0.068 0.36
H 2.949474 -5.671435 5.385849 0.001 0.024 -0.001 0.39
H 2.065315 -4.679834 4.230682 -0.150 -0.054 -0.074 0.09
H 0.853348 -6.889034 2.558353 -0.024 0.154 0.024 0.14
H 2.358697 -7.547981 1.920757 -0.015 -0.006 -0.006 0.40
H 1.762090 -5.771726 0.510217 0.117 -0.030 -0.046 0.39
H 3.193642 -5.275383 1.442442 0.011 0.024 0.030 0.35
H 3.114756 -3.181923 2.014548 0.011 -0.007 -0.028 0.37
H 1.569492 -2.381909 2.347783 -0.032 0.011 -0.041 0.10
H 1.980408 -2.829390 0.679372 0.085 0.032 -0.004 0.34
```
Positions in Å, forces in eV/Å.

Output
* HOMO-LUMO gap: 8.44 eV
* electronic energy: -1973.902532 hartree
* net charge: 0

***

(6)
Molecular formula: H18O9
Method: DFT, ωB97M-V/def2-TZVPD

Structure (XYZ):
```
27
Properties=species:S:1:pos:R:3:forces:R:3:mulliken_charge:R:1
O 0.718219 -2.023547 0.196588 -0.413 -0.578 -0.434 -0.56
H 1.184065 -2.302169 -0.604491 0.393 0.398 0.214 0.26
H 0.003995 -2.678385 0.177980 -0.166 0.237 0.353 0.31
O -1.932731 -1.536942 -1.819229 0.214 -0.189 0.438 -0.54
H -1.455581 -1.870741 -2.582155 -0.305 0.039 -0.196 0.25
H -2.433064 -0.758163 -2.084003 0.093 -0.043 -0.231 0.33
O 1.606022 1.746552 1.727173 0.237 0.515 -0.077 -0.61
H 1.403823 2.576392 2.175888 -0.353 -0.084 -0.051 0.27
H 2.567006 1.811229 1.643082 -0.002 -0.253 0.030 0.34
O -0.537241 0.936575 -0.625757 -0.216 0.186 -0.367 -0.47
H 0.232918 1.355398 -0.222634 -0.049 -0.190 0.352 0.32
H -0.556984 0.012078 -0.369481 0.595 -0.133 -0.086 0.24
O -0.535005 0.419170 -3.961804 -0.116 0.113 -0.291 -0.60
H 0.114542 1.034597 -3.609811 0.045 -0.082 0.052 0.31
H -0.467319 -0.359763 -3.407796 0.158 0.118 0.244 0.28
O 3.258984 -0.576523 1.969319 1.345 -0.367 0.490 -0.63
H 2.681118 -0.162405 1.349255 -0.878 0.152 -0.273 0.26
H 2.783626 -0.692993 2.806767 -0.245 0.081 -0.419 0.39
O -1.033988 3.449800 -1.626862 -0.359 -0.376 -0.327 -0.63
H -0.723364 2.675906 -2.114077 0.356 0.180 0.012 0.29
H -1.879578 3.075342 -1.347829 -0.017 0.412 0.317 0.32
O 1.283490 -1.717476 3.502733 -1.129 0.066 -0.421 -0.69
H 0.420190 -1.347194 3.739366 0.298 0.118 0.623 0.33
H 1.063360 -1.931057 2.582080 0.712 -0.244 -0.151 0.32
O -2.749142 -0.627804 1.016888 -0.823 -0.807 0.784 -0.63
H -1.869457 -0.728811 0.665992 0.007 0.534 -0.307 0.20
H -3.147903 0.220932 0.822817 0.618 0.197 -0.277 0.33
```
Positions in Å, forces in eV/Å.

Output
* HOMO-LUMO gap: 10.72 eV
* electronic energy: -687.925610 hartree
* net charge: 0

***

The ΔE to the lowest compared entry with this formula, charge and spin results, record by record, are as follows: 2.296 1.589 5.320 11.280 0.000 2.726 eV.
The max |F| results, record by record, are as follows: 6.57 3.70 3.28 7.00 0.54 1.48 eV/Å.